Entry from the OMol25 dataset: a cluster of 15 separate species, C60H120O15 in total in a non-equilibrium geometry (ωB97M-V/def2-TZVPD).

Last columns: bonded neighbours and bond lengths (Å).
Geometry (Å):
1 C 1.124 5.079 1.211  C2 1.529, C5 1.505, H6 1.090, H7 1.090
2 C 2.195 5.021 0.122  C1 1.529, C3 1.548, H8 1.090, H9 1.090
3 C 2.661 3.556 0.299  C2 1.548, O4 1.394, H10 1.090, H11 1.090
4 O 2.625 3.383 1.681  C3 1.394, C5 1.431
5 C 1.634 4.195 2.317  C1 1.505, O4 1.431, H12 1.090, H13 1.090
6 H 0.160 4.704 0.869  C1 1.090
7 H 0.894 6.100 1.518  C1 1.090
8 H 3.117 5.597 0.204  C2 1.090
9 H 1.792 5.287 -0.856  C2 1.090
10 H 3.645 3.334 -0.115  C3 1.090
11 H 2.007 2.875 -0.245  C3 1.090
12 H 2.112 4.920 2.975  C5 1.090
13 H 0.897 3.598 2.853  C5 1.090
14 C -3.376 -2.989 -3.336  C15 1.527, C18 1.519, H19 1.090, H20 1.090
15 C -4.583 -3.389 -2.490  C14 1.527, C16 1.552, H21 1.090, H22 1.090
16 C -4.254 -2.549 -1.226  C15 1.552, O17 1.392, H23 1.090, H24 1.090
17 O -2.889 -2.748 -1.043  C16 1.392, C18 1.435
18 C -2.311 -3.203 -2.275  C14 1.519, O17 1.435, H25 1.090, H26 1.090
19 H -3.382 -1.963 -3.704  C14 1.090
20 H -3.240 -3.704 -4.147  C14 1.090
21 H -4.541 -4.395 -2.073  C15 1.090
22 H -5.597 -3.202 -2.844  C15 1.090
23 H -4.694 -3.038 -0.357  C16 1.090
24 H -4.359 -1.477 -1.393  C16 1.090
25 H -1.908 -4.213 -2.209  C18 1.090
26 H -1.455 -2.655 -2.670  C18 1.090
27 C 5.063 2.510 4.519  C28 1.524, C31 1.557, H32 1.090, H33 1.090
28 C 6.579 2.586 4.660  C27 1.524, C29 1.511, H34 1.090, H35 1.090
29 C 6.759 3.068 6.081  C28 1.511, O30 1.431, H36 1.090, H37 1.090
30 O 5.826 2.155 6.668  C29 1.431, C31 1.440
31 C 4.627 1.942 5.901  C27 1.557, O30 1.440, H38 1.090, H39 1.090
32 H 4.788 1.833 3.711  C27 1.090
33 H 4.647 3.506 4.364  C27 1.090
34 H 7.081 3.358 4.077  C28 1.090
35 H 7.114 1.645 4.540  C28 1.090
36 H 6.609 4.138 6.229  C29 1.090
37 H 7.692 2.839 6.596  C29 1.090
38 H 3.714 2.394 6.288  C31 1.090
39 H 4.551 0.854 5.895  C31 1.090
40 C 6.418 -1.861 1.769  C41 1.561, C44 1.530, H45 1.090, H46 1.090
41 C 5.493 -0.604 1.774  C40 1.561, C42 1.542, H47 1.090, H48 1.090
42 C 4.948 -0.461 0.339  C41 1.542, O43 1.382, H49 1.090, H50 1.090
43 O 5.903 -1.054 -0.464  C42 1.382, C44 1.461
44 C 6.567 -2.128 0.270  C40 1.530, O43 1.461, H51 1.090, H52 1.090
45 H 5.926 -2.749 2.165  C40 1.090
46 H 7.407 -1.695 2.196  C40 1.090
47 H 6.013 0.299 2.094  C41 1.090
48 H 4.684 -0.744 2.491  C41 1.090
49 H 4.740 0.559 0.017  C42 1.090
50 H 4.005 -1.009 0.332  C42 1.090
51 H 7.629 -2.228 0.042  C44 1.090
52 H 6.028 -3.015 -0.063  C44 1.090
53 C -3.777 -0.105 -8.052  C54 1.497, C57 1.529, H58 1.090, H59 1.090
54 C -4.064 -0.066 -6.583  C53 1.497, C55 1.513, H60 1.090, H61 1.090
55 C -3.863 1.398 -6.258  C54 1.513, O56 1.443, H62 1.090, H63 1.090
56 O -3.832 2.145 -7.492  C55 1.443, C57 1.405
57 C -4.320 1.262 -8.470  C53 1.529, O56 1.405, H64 1.090, H65 1.090
58 H -4.254 -0.975 -8.503  C53 1.090
59 H -2.717 -0.203 -8.284  C53 1.090
60 H -3.269 -0.694 -6.181  C54 1.090
61 H -5.021 -0.432 -6.211  C54 1.090
62 H -3.086 1.522 -5.504  C55 1.090
63 H -4.762 1.744 -5.748  C55 1.090
64 H -3.949 1.460 -9.476  C57 1.090
65 H -5.410 1.245 -8.473  C57 1.090
66 C -3.180 2.333 2.423  C67 1.467, C70 1.514, H71 1.090, H72 1.090
67 C -3.707 1.201 3.193  C66 1.467, C68 1.532, H73 1.090, H74 1.090
68 C -4.319 0.303 2.113  C67 1.532, O69 1.413, H75 1.090, H76 1.090
69 O -4.838 1.227 1.178  C68 1.413, C70 1.435
70 C -3.842 2.255 1.064  C66 1.514, O69 1.435, H77 1.090, H78 1.090
71 H -2.102 2.330 2.266  C66 1.090
72 H -3.484 3.294 2.839  C66 1.090
73 H -4.267 1.683 3.995  C67 1.090
74 H -2.767 0.804 3.575  C67 1.090
75 H -5.116 -0.332 2.499  C68 1.090
76 H -3.620 -0.335 1.571  C68 1.090
77 H -4.148 3.212 0.644  C70 1.090
78 H -3.090 1.913 0.353  C70 1.090
79 C -0.521 1.725 5.465  C80 1.511, C83 1.579, H84 1.090, H85 1.090
80 C -1.366 2.978 5.495  C79 1.511, C81 1.540, H86 1.090, H87 1.090
81 C -1.202 3.486 6.939  C80 1.540, O82 1.464, H88 1.090, H89 1.090
82 O -1.123 2.263 7.741  C81 1.464, C83 1.461
83 C -0.404 1.254 6.967  C79 1.579, O82 1.461, H90 1.090, H91 1.090
84 H 0.464 2.004 5.092  C79 1.090
85 H -0.856 0.836 4.930  C79 1.090
86 H -2.375 2.609 5.311  C80 1.090
87 H -0.940 3.664 4.764  C80 1.090
88 H -2.066 4.044 7.301  C81 1.090
89 H -0.307 4.105 7.003  C81 1.090
90 H -0.930 0.300 7.017  C83 1.090
91 H 0.577 1.157 7.432  C83 1.090
92 C 1.724 0.699 -7.109  C93 1.549, C96 1.528, H97 1.090, H98 1.090
93 C 0.426 0.061 -7.664  C92 1.549, C94 1.543, H99 1.090, H100 1.090
94 C -0.657 0.669 -6.748  C93 1.543, O95 1.427, H101 1.090, H102 1.090
95 O 0.020 1.405 -5.730  C94 1.427, C96 1.449
96 C 1.434 1.092 -5.661  C92 1.528, O95 1.449, H103 1.090, H104 1.090
97 H 1.976 1.641 -7.598  C92 1.090
98 H 2.563 0.015 -7.236  C92 1.090
99 H 0.429 -1.024 -7.569  C93 1.090
100 H 0.382 0.415 -8.694  C93 1.090
101 H -1.347 -0.087 -6.375  C94 1.090
102 H -1.246 1.350 -7.362  C94 1.090
103 H 1.727 0.180 -5.142  C96 1.090
104 H 2.104 1.847 -5.250  C96 1.090
105 C -4.739 1.582 -2.453  C106 1.494, C109 1.541, H110 1.090, H111 1.090
106 C -5.074 3.033 -2.567  C105 1.494, C107 1.525, H112 1.090, H113 1.090
107 C -6.501 3.017 -2.028  C106 1.525, O108 1.386, H114 1.090, H115 1.090
108 O -7.109 1.886 -2.548  C107 1.386, C109 1.461
109 C -6.068 0.898 -2.826  C105 1.541, O108 1.461, H116 1.090, H117 1.090
110 H -4.363 1.327 -1.462  C105 1.090
111 H -3.944 1.235 -3.113  C105 1.090
112 H -4.949 3.474 -3.556  C106 1.090
113 H -4.463 3.631 -1.890  C106 1.090
114 H -7.010 3.859 -2.498  C107 1.090
115 H -6.691 2.997 -0.955  C107 1.090
116 H -5.983 0.683 -3.892  C109 1.090
117 H -6.235 -0.015 -2.255  C109 1.090
118 C 2.154 -6.027 1.773  C119 1.539, C122 1.537, H123 1.090, H124 1.090
119 C 3.642 -6.004 1.383  C118 1.539, C120 1.559, H125 1.090, H126 1.090
120 C 3.586 -5.507 -0.094  C119 1.559, O121 1.413, H127 1.090, H128 1.090
121 O 2.406 -6.124 -0.568  C120 1.413, C122 1.411
122 C 1.506 -6.487 0.457  C118 1.537, O121 1.411, H129 1.090, H130 1.090
123 H 1.884 -4.978 1.897  C118 1.090
124 H 1.796 -6.635 2.603  C118 1.090
125 H 4.069 -7.006 1.342  C119 1.090
126 H 4.299 -5.361 1.970  C119 1.090
127 H 4.440 -5.735 -0.731  C120 1.090
128 H 3.430 -4.438 -0.240  C120 1.090
129 H 1.205 -7.532 0.534  C122 1.090
130 H 0.584 -5.912 0.379  C122 1.090
131 C 0.547 -0.669 0.850  C132 1.521, C135 1.524, H136 1.090, H137 1.090
132 C -0.571 -1.201 -0.032  C131 1.521, C133 1.541, H138 1.090, H139 1.090
133 C -0.925 0.003 -0.926  C132 1.541, O134 1.450, H140 1.090, H141 1.090
134 O -0.580 1.138 -0.092  C133 1.450, C135 1.395
135 C -0.011 0.725 1.113  C131 1.524, O134 1.395, H142 1.090, H143 1.090
136 H 1.441 -0.531 0.242  C131 1.090
137 H 0.691 -1.308 1.721  C131 1.090
138 H -1.426 -1.493 0.578  C132 1.090
139 H -0.218 -2.088 -0.558  C132 1.090
140 H -1.926 0.061 -1.353  C133 1.090
141 H -0.205 0.014 -1.745  C133 1.090
142 H -0.833 0.548 1.806  C135 1.090
143 H 0.758 1.386 1.514  C135 1.090
144 C 2.370 -3.294 4.710  C145 1.526, C148 1.588, H149 1.090, H150 1.090
145 C 1.100 -2.464 4.883  C144 1.526, C146 1.521, H151 1.090, H152 1.090
146 C 1.636 -1.094 4.496  C145 1.521, O147 1.410, H153 1.090, H154 1.090
147 O 2.626 -1.366 3.531  C146 1.410, C148 1.430
148 C 3.457 -2.470 3.897  C144 1.588, O147 1.430, H155 1.090, H156 1.090
149 H 2.085 -4.191 4.159  C144 1.090
150 H 2.783 -3.672 5.646  C144 1.090
151 H 0.749 -2.520 5.914  C145 1.090
152 H 0.188 -2.740 4.354  C145 1.090
153 H 1.998 -0.477 5.319  C146 1.090
154 H 0.930 -0.414 4.019  C146 1.090
155 H 4.348 -2.128 4.425  C148 1.090
156 H 3.819 -2.963 2.995  C148 1.090
157 C 2.252 -2.025 -2.969  C158 1.610, C161 1.507, H162 1.090, H163 1.090
158 C 2.678 -3.176 -4.012  C157 1.610, C159 1.547, H164 1.090, H165 1.090
159 C 3.660 -2.410 -4.928  C158 1.547, O160 1.395, H166 1.090, H167 1.090
160 O 4.232 -1.511 -4.026  C159 1.395, C161 1.446
161 C 3.609 -1.416 -2.725  C157 1.507, O160 1.446, H168 1.090, H169 1.090
162 H 1.890 -2.569 -2.097  C157 1.090
163 H 1.478 -1.359 -3.350  C157 1.090
164 H 1.758 -3.601 -4.413  C158 1.090
165 H 3.157 -4.014 -3.507  C158 1.090
166 H 3.171 -1.881 -5.745  C159 1.090
167 H 4.423 -3.070 -5.340  C159 1.090
168 H 3.530 -0.369 -2.433  C161 1.090
169 H 4.261 -2.047 -2.121  C161 1.090
170 C -3.983 -3.907 4.811  C171 1.537, C174 1.486, H175 1.090, H176 1.090
171 C -3.185 -4.286 3.554  C170 1.537, C172 1.452, H177 1.090, H178 1.090
172 C -2.613 -3.026 3.117  C171 1.452, O173 1.443, H179 1.090, H180 1.090
173 O -2.305 -2.317 4.335  C172 1.443, C174 1.436
174 C -3.330 -2.658 5.281  C170 1.486, O173 1.436, H181 1.090, H182 1.090
175 H -3.923 -4.675 5.582  C170 1.090
176 H -5.055 -3.775 4.664  C170 1.090
177 H -3.798 -4.539 2.689  C171 1.090
178 H -2.535 -5.081 3.920  C171 1.090
179 H -3.430 -2.453 2.676  C172 1.090
180 H -1.800 -3.077 2.393  C172 1.090
181 H -4.100 -1.886 5.302  C174 1.090
182 H -2.821 -2.752 6.240  C174 1.090
183 C -0.575 3.425 -3.437  C184 1.496, C187 1.539, H188 1.090, H189 1.090
184 C -0.219 4.860 -3.665  C183 1.496, C185 1.526, H190 1.090, H191 1.090
185 C -1.260 5.555 -2.791  C184 1.526, O186 1.415, H192 1.090, H193 1.090
186 O -1.878 4.604 -1.945  C185 1.415, C187 1.410
187 C -1.130 3.410 -2.002  C183 1.539, O186 1.410, H194 1.090, H195 1.090
188 H 0.288 2.764 -3.518  C183 1.090
189 H -1.308 3.116 -4.182  C183 1.090
190 H -0.282 5.154 -4.713  C184 1.090
191 H 0.808 4.884 -3.300  C184 1.090
192 H -2.123 5.826 -3.398  C185 1.090
193 H -0.868 6.426 -2.264  C185 1.090
194 H -1.808 2.563 -1.896  C187 1.090
195 H -0.331 3.499 -1.265  C187 1.090

Output
Lowest unoccupied orbital energy: 0.40 eV
Net charge: 0
HOMO: -9.2 eV
Kohn-Sham gap: 9.60 eV
Energy above the lowest of the compared OMol25 structures with the same formula, charge and spin: 122.3 kcal per mole